(1)
Entry from OMol25: 2 unconnected molecules or ions with the total composition C6H8Cl2N2O at a distorted geometry (ωB97M-V/def2-TZVPD).

```
19
C6H8Cl2N2O, DFT ωB97M-V/def2-TZVPD
C 0.08315 -0.03472 2.25414
C 0.41285 1.09942 0.08337
C 1.04333 0.47681 -2.12978
C 1.31181 -1.16736 -0.27412
C 0.47473 1.08081 1.53214
C -3.09563 -0.32354 0.59690
N -0.01687 -0.98986 2.93437
N 0.86993 0.10308 -0.70251
O -0.01492 2.14424 -0.46433
Cl -2.61300 -0.26765 -1.02725
Cl -2.40386 -1.36264 1.75248
H 1.34781 1.47671 -2.05411
H 1.68654 -0.38491 -2.41010
H -0.00004 0.27657 -2.59950
H 1.48290 -1.19340 0.74281
H 0.61672 -2.01454 -0.50458
H 2.23459 -1.35882 -0.69784
H 0.32280 1.97027 2.10461
H -3.74281 0.46950 0.86330
```

Results
HOMO (alpha / beta) (Eh): -0.2937 / -0.3496
Relative energy (zero: lowest compared OMol25 entry of this formula, charge and spin) (eV): 0.000
Frontier orbital gap (alpha / beta) (eV): 8.70 / 7.31
Spin multiplicity: 3
<S²>: 2.0281
Electronic energy (a.u.): -1338.39727

Here are the Löwdin charges for atoms 1 to 8, given in e: -0.301 -0.502 0.009 -0.060 0.074 -1.059 0.119 -0.161

(2)
Entry from OMol25: a single C5H10N2O molecule at a distorted geometry (ωB97M-V/def2-TZVPD).

```
18
C5H10N2O, DFT ωB97M-V/def2-TZVPD
C 1.42902 1.21113 -2.19119
C 0.67779 -0.23801 1.91602
C -1.08211 -0.81226 0.14513
C -0.36339 0.26718 0.88996
C 0.22351 1.09061 -0.17826
N 0.86366 0.50445 -1.30523
N 0.97422 2.44358 0.20353
O 0.77318 2.93997 1.27627
H 1.82268 0.77415 -2.98854
H 1.52459 2.32789 -2.10490
H 1.64512 -0.56794 1.52923
H 0.20462 -1.06708 2.41057
H 0.90179 0.51495 2.61462
H -0.48067 -1.15691 -0.72346
H -1.48498 -1.63332 0.65294
H -1.92955 -0.26416 -0.43738
H -0.99933 0.86843 1.62083
H -0.62421 1.63777 -0.69998
```

Results
HOMO (Eh): -0.3184
Relative energy (zero: lowest compared OMol25 entry of this formula, charge and spin) (eV): 4.748
Frontier orbital gap (eV): 8.72
SMILES string: C=N[C@H](N=O)C(C)C
Electronic energy (a.u.): -381.11095

Here are the Löwdin charges for atoms 1 to 8, given in e: -0.015 -0.061 -0.087 -0.408 -0.365 0.018 0.018 0.013

(3)
Entry from OMol25: a molecular structure, C49H56BrN6S2SiSr at a distorted geometry (ωB97M-V/def2-TZVPD).

```
116
C49H56BrN6S2SiSr, DFT ωB97M-V/def2-TZVPD
Sr -0.32066 -0.46424 0.48543
C 1.10335 1.36924 2.91908
C 1.65560 1.98527 1.54430
N 1.22491 1.44409 0.24258
C -0.07494 2.00167 -0.24687
C -1.03035 1.95872 0.97607
S -2.59538 1.03068 1.24241
C -2.14189 0.84335 3.02646
C -0.94995 -0.03619 3.53065
N 0.38777 0.07701 2.88927
H 0.43028 2.11407 3.35348
H 1.95566 1.30487 3.59722
H 2.73803 1.87327 1.56635
H 1.44306 3.06325 1.59494
H 1.93516 1.65911 -0.46022
H -0.48534 1.46758 -1.12426
H 0.01567 3.04294 -0.56571
H -1.18605 2.96079 1.37562
H -0.46460 1.41250 1.70141
H -3.02589 0.45743 3.53374
H -2.00876 1.87452 3.36438
H -1.22681 -1.08772 3.43361
H -0.89668 0.19714 4.60467
H 0.96840 -0.69477 3.19766
Br 3.64477 -0.83568 1.98222
C 4.28003 -0.48843 0.21319
C 5.47983 0.16180 0.13357
C 6.10820 0.29845 -1.12055
C 5.54266 -0.29372 -2.21246
C 4.30870 -0.98412 -2.11553
C 3.79180 -1.66238 -3.24357
C 2.61320 -2.33974 -3.12533
C 1.85704 -2.25128 -1.93203
C 2.24047 -1.56190 -0.79068
C 3.57364 -1.03254 -0.88646
H 5.95667 0.53234 1.03079
H 7.05268 0.82373 -1.19401
H 6.03663 -0.25742 -3.17828
H 4.35739 -1.65220 -4.16973
H 2.22836 -2.90756 -3.96898
H 0.88591 -2.72997 -1.94077
S -2.62154 -4.59374 3.05407
C -3.63808 -3.56895 2.14583
C -2.90868 -2.68924 1.40148
C -1.46729 -2.77807 1.50358
C -1.19740 -3.75370 2.42730
C 0.09988 -4.18265 2.96656
C 0.34433 -5.53551 3.25459
C 1.56154 -5.91865 3.77840
C 2.52342 -4.94660 4.01105
C 2.19487 -3.63449 3.71586
N 1.02193 -3.24243 3.22356
H -4.71223 -3.67752 2.18905
H -3.41896 -1.99561 0.73914
H -0.41498 -6.27293 3.03566
H 1.76064 -6.96188 3.99307
H 3.50035 -5.19044 4.40626
H 2.92058 -2.84761 3.88648
C -1.62456 -1.64870 -1.75677
Si -2.58007 -0.92329 -3.08170
C -3.33390 0.79960 -2.67901
N -2.49761 1.96035 -2.38447
C -3.32601 3.06057 -1.90742
C -2.49693 4.29175 -1.57455
C -1.71235 4.75318 -2.80000
C -0.90637 3.59373 -3.38015
C -1.77474 2.35947 -3.58706
C -4.23344 -1.77793 -3.57237
C -4.47695 -2.37201 -4.81235
C -5.66450 -3.04177 -5.08471
C -6.65133 -3.13331 -4.11456
C -6.43342 -2.55837 -2.86878
C -5.24148 -1.89853 -2.60915
C -1.63009 -0.89126 -4.73333
C -0.52639 -1.72606 -4.91696
C 0.13534 -1.80352 -6.13696
C -0.28341 -1.02260 -7.20562
C -1.37570 -0.17450 -7.04593
C -2.04188 -0.12636 -5.82861
H -1.00860 -2.49347 -2.05558
H -2.21899 -1.97631 -0.91033
H -3.94600 0.60213 -1.78894
H -4.06263 1.05707 -3.47476
H -3.87741 2.71972 -1.02734
H -4.07914 3.33008 -2.67516
H -1.80519 4.04746 -0.75880
H -3.15439 5.08587 -1.21135
H -1.05618 5.59052 -2.54814
H -2.41824 5.11754 -3.55515
H -0.07365 3.34909 -2.72025
H -0.46479 3.87216 -4.34048
H -1.15817 1.52043 -3.91469
H -2.49711 2.56292 -4.40356
H -3.72062 -2.31782 -5.58801
H -5.81664 -3.49601 -6.05732
H -7.57756 -3.65586 -4.32184
H -7.18951 -2.63532 -2.09590
H -5.08436 -1.48673 -1.61612
H -0.17109 -2.31916 -4.08236
H 0.98958 -2.46273 -6.24585
H 0.22748 -1.08179 -8.16034
H -1.71571 0.43550 -7.87484
H -2.90427 0.52594 -5.72907
N 1.99606 2.33342 -6.47892
C 2.19169 2.22836 -5.11616
C 1.59641 1.19886 -4.39198
C 1.75196 1.16123 -3.02145
N 2.44045 2.07193 -2.32450
C 3.02534 3.04085 -3.02712
C 2.94003 3.16781 -4.40092
H 1.63265 1.51049 -6.93393
H 2.69613 2.82870 -7.00403
H 1.01443 0.43658 -4.88796
H 1.27876 0.35455 -2.46070
H 3.59530 3.76732 -2.45607
H 3.43144 3.99140 -4.90500
```

Results
HOMO (Eh): -0.1417
Relative energy (zero: lowest compared OMol25 entry of this formula, charge and spin) (eV): 1.332
Frontier orbital gap (eV): 5.80
Electronic energy (a.u.): -5919.87919
Charge: -1

Here are the Löwdin charges for atoms 1 to 8, given in e: 1.235 -0.212 -0.195 -0.168 -0.305 -0.536 0.837 -0.418